DFT (the ωB97M-V functional and the def2-TZVPD basis) results for 11 unconnected molecules or ions with the total composition C44H74O22 in a non-equilibrium geometry.

Values from the calculation:
* relative energy (zero: lowest compared OMol25 entry of this formula, charge and spin): 532.3 kJ/mol
* DFT total energy: -3376.2002 hartree
* HOMO-LUMO gap: 9.70 eV
* E_HOMO: -9.24 eV
* SMILES: O=C1CCCO1.O=C1CCCO1.O=C1CCCO1.O=C1CCCO1.O=C1CCCO1.O=C1CCCO1.O=C1CCCO1.O=C1CCCO1.O=C1CCCO1.COCCOC.COCCOC

```
! wB97M-V def2-TZVPD RIJCOSX def2/J DEFGRID3
* xyz 0 1
O -0.9460 2.5250 4.1550
O -0.7560 -5.9068 -0.8079
O 2.7254 -0.7432 4.5716
O -2.6754 -1.5718 3.6531
O -2.0220 1.9129 -4.3609
O 1.6118 -2.6255 4.7432
O 4.9264 -0.6099 -0.4307
O 2.0568 3.1847 4.0758
O -1.7131 -0.4678 -0.5559
O 2.4511 0.2806 -4.7386
O 1.2619 -5.7031 0.0662
O -2.1219 -2.2199 -5.6816
O -2.2909 3.3950 -6.0185
O 4.5472 -2.8019 0.0921
O 0.0977 -0.3521 0.8333
O -2.8704 -4.4598 2.7793
O -1.8985 4.1659 -1.2190
O -3.8083 -2.4461 -4.1060
O 2.6794 3.8686 1.2151
O -2.7344 2.4448 0.0765
O 0.9935 -1.1392 -3.8186
O 1.4703 5.3200 0.0502
C 5.6970 0.1351 -1.3076
C -4.2940 2.3355 -5.0436
C -2.5199 -2.6939 -4.6076
C 3.7842 -2.5698 3.5142
C -0.6034 -0.0532 -0.3302
C 2.0873 -4.8126 0.8210
C 0.1815 0.8721 -1.1835
C 1.0788 0.9555 -6.5341
C 1.7757 4.6766 1.1567
C -3.9450 2.0363 0.6031
C 0.7901 5.0483 2.2441
C 6.1105 -2.2187 -1.6700
C 4.7525 -1.4046 3.5550
C 2.5170 1.0359 -5.9244
C 1.3199 -0.4627 -4.7533
C -3.9142 -2.9975 -2.7685
C 1.2476 -3.5444 0.7780
C 1.3056 0.4019 0.8594
C 1.6029 0.7664 -0.5703
C -3.5409 -3.4379 2.0885
C -3.3846 -5.7745 2.6121
C 0.5673 6.4217 0.2399
C 6.0287 -0.8918 -2.4034
C 3.9238 -0.2062 4.0890
C -1.9710 2.0371 3.2953
C -2.7948 2.6986 -5.1736
C 0.0366 -5.2461 -0.1371
C -4.1816 0.9970 -4.3317
C 2.9709 4.1038 4.7415
C -2.7657 3.7016 -0.5338
C -4.9748 3.0159 0.0550
C -2.4589 -3.2659 -2.3159
C -1.6397 -2.1833 4.3776
C 0.1510 1.6117 4.5155
C -2.8583 1.1241 -3.5477
C -0.1962 5.9369 1.4544
C 2.5942 -2.0374 4.3224
C -2.7978 -2.0570 2.3084
C -4.1117 4.3051 -0.2295
C 5.1061 -1.9400 -0.5794
C -1.7826 -3.5533 -3.6233
C 0.4393 -0.2439 -5.9519
C 1.3560 2.4121 5.0727
C -0.1892 -3.9409 0.4871
H 3.4117 -2.7245 2.5015
H 6.9664 -0.5942 -2.8728
H 1.7282 -3.0008 -0.0355
H -1.6206 1.9506 2.2668
H -3.3563 -1.2449 1.8429
H -3.6634 -3.6482 1.0260
H 3.2472 0.5206 -6.5484
H -3.0286 1.6005 -2.5822
H 1.0879 0.8554 -7.6195
H -4.0620 0.9835 0.3465
H -2.0094 -4.5825 -3.9014
H 0.9579 3.1076 5.8115
H 2.0966 1.7285 -0.7071
H 1.1552 1.2588 1.5161
H 0.5011 -1.0664 -6.6645
H 1.2055 5.5085 3.1406
H 4.2455 -3.4518 3.9584
H -3.3292 -6.0336 1.5548
H -1.9708 -2.5091 -1.7017
H -0.6894 -2.2883 3.8540
H -3.9990 0.1871 -5.0380
H 2.8563 2.0451 -5.6906
H -4.4825 -3.9238 -2.6852
H -4.5274 -3.3596 2.5455
H 2.2342 -0.0321 -0.9603
H -5.4928 2.6340 -0.8248
H 3.7537 3.5729 5.2833
H 0.1012 0.4984 -2.2043
H -2.3931 -4.0955 -1.6120
H 0.4807 1.8292 -6.2756
H 0.4654 0.9680 3.6940
H -1.8782 -3.1806 4.7474
H 0.2295 4.1461 2.4887
H -0.8049 -3.3263 -0.1696
H -0.7056 -3.3884 -3.6521
H 5.2514 -1.0041 -3.1592
H -5.7245 3.2288 0.8170
H -0.5479 -0.0647 -5.5261
H 1.1289 7.3356 0.4337
H 1.9393 1.5954 5.4977
H -2.3453 1.1325 3.7744
H -0.7721 -3.9969 1.4065
H 3.0852 -4.7047 0.3961
H -0.9548 5.1978 1.1967
H 2.4827 4.7444 5.4759
H 2.0273 -5.2675 1.8097
H -3.9592 1.9648 1.6907
H 4.5320 0.2531 4.8683
H 3.7400 0.5096 3.2878
H 7.1199 -2.4863 -1.3575
H 5.1034 0.9894 -1.6332
H -4.4535 -2.3263 -2.1001
H -2.7782 2.7680 3.2475
H -5.0216 0.7173 -3.6960
H 4.9685 -1.1335 2.5216
H 5.8163 -3.0527 -2.3071
H -1.3961 -1.6042 5.2683
H -2.7100 -6.5629 2.9459
H -4.7043 2.0401 -6.0093
H -1.8423 -2.1096 1.7865
H 0.0418 6.5133 -0.7106
H -0.7186 6.7102 2.0176
H -0.2252 1.8822 -1.2327
H -4.8698 3.1234 -4.5580
H 1.3353 -2.9487 1.6866
H 6.6026 0.4592 -0.7947
H 5.6699 -1.5916 4.1130
H -0.2279 0.9153 5.2636
H -4.3318 4.9925 -1.0463
H -4.1801 4.8904 0.6875
H 2.1538 -0.1660 1.2416
H -4.4125 -5.8955 2.9540
H -2.4627 0.1347 -3.3182
H 3.4440 4.7287 3.9840
*
```